Entry 1:
87
Properties=species:S:1:pos:R:3 method="wB97M-V/def2-TZVPD" total_charge=+3 energy_ev=-71457.5046 e_homo_ev=-14.5172 relative_energy_ev=0.0000 e_lumo_ev=-11.07
Sb -23.20 -8.58 5.36
Sb -19.05 -8.28 1.32
In -20.55 -7.33 4.20
S -15.05 -6.43 9.85
N -21.79 -6.05 5.85
N -20.32 -9.50 5.61
N -13.77 -5.71 7.66
N -22.81 -6.81 2.82
N -18.50 -6.11 5.79
C -16.07 -7.76 0.42
C -22.51 -5.39 8.47
C -21.55 -4.77 6.32
C -18.52 -6.56 7.06
C -14.96 -6.01 8.24
C -18.57 -10.45 0.78
C -22.40 -4.91 1.34
C -23.20 -6.12 1.70
C -17.73 -10.90 1.97
C -21.79 -11.38 5.52
C -22.49 -6.89 6.62
C -17.91 -9.77 6.11
C -20.99 -3.80 5.32
C -19.24 -7.16 -1.70
C -23.52 -7.89 3.21
C -24.58 -8.36 2.48
C -18.01 -10.52 -0.60
C -24.39 -6.51 1.02
C -17.36 -6.60 7.85
C -19.51 -11.73 6.19
C -20.76 -12.23 5.92
C -17.08 -7.15 1.36
C -25.02 -7.70 1.34
C -22.79 -6.66 7.93
C -19.28 -10.37 5.95
C -17.25 -5.68 1.06
C -21.53 -10.01 5.47
C -16.16 -6.00 7.35
C -16.17 -5.42 6.07
C -20.11 -7.43 -0.47
C -21.27 -8.35 -0.79
C -21.89 -4.44 7.66
C -17.38 -5.49 5.39
H -17.51 -12.00 1.89
H -15.83 -8.83 0.65
H -21.53 -2.84 5.39
H -19.88 -6.60 -2.39
H -22.36 -4.78 0.27
H -20.94 -13.30 5.91
H -17.78 -5.16 1.86
H -21.87 -8.61 0.11
H -18.30 -10.71 2.90
H -19.49 -6.86 7.44
H -21.38 -5.02 1.74
H -21.70 -3.40 7.95
H -17.76 -5.54 0.09
H -15.14 -7.17 0.55
H -17.43 -5.01 4.39
H -13.65 -5.68 6.65
H -16.87 -7.30 2.41
H -19.56 -10.87 0.81
H -17.38 -6.97 8.89
H -16.28 -5.18 1.01
H -25.09 -9.27 2.84
H -20.46 -6.48 -0.03
H -16.71 -10.42 2.00
H -17.77 -8.79 5.63
H -12.98 -5.89 8.29
H -17.75 -11.60 -0.93
H -19.96 -3.57 5.51
H -18.88 -8.07 -2.19
H -17.07 -9.89 -0.69
H -25.83 -8.08 0.73
H -22.92 -4.01 1.78
H -23.24 -7.45 8.50
H -18.72 -12.37 6.62
H -16.35 -7.75 -0.63
H -15.28 -5.02 5.56
H -20.93 -9.29 -1.29
H -17.68 -9.71 7.23
H -22.82 -11.77 5.35
H -21.04 -4.16 4.30
H -17.18 -10.46 5.66
H -21.98 -7.89 -1.55
H -18.35 -6.56 -1.51
H -24.65 -5.95 0.09
H -22.63 -5.25 9.53
H -18.78 -10.16 -1.28

---

Entry 2:
91
Properties=species:S:1:pos:R:3 method="wB97M-V/def2-TZVPD" total_charge=+1 energy_ev=-54042.1416 e_homo_ev=-10.5475 relative_energy_ev=0.2429 e_lumo_ev=-1.73
Rb 13.38 12.85 13.93
O 12.45 10.38 13.51
N 10.93 14.52 11.89
N 14.64 15.35 14.39
N 11.42 14.96 14.64
N 9.38 15.81 14.86
N 16.03 12.57 15.45
N 16.30 12.38 12.59
N 13.31 11.47 16.47
N 10.47 9.29 14.06
N 12.27 12.47 10.79
N 12.92 13.62 9.03
N 9.85 8.08 13.63
C 10.03 10.48 16.10
C 8.61 10.96 14.18
C 11.80 14.63 17.08
C 13.35 11.87 10.27
C 11.05 14.59 10.45
C 10.02 15.43 18.50
C 10.37 15.42 14.04
C 14.08 10.78 10.75
C 12.04 13.52 10.06
C 14.62 10.93 16.66
C 16.46 13.97 15.56
C 14.90 12.16 8.38
C 8.30 12.09 16.28
C 7.91 11.84 14.99
C 15.66 12.06 16.80
C 9.69 10.29 14.76
C 9.82 15.63 16.17
C 15.59 11.04 8.85
C 13.81 12.55 9.15
C 9.26 15.83 17.43
C 10.49 6.05 12.29
C 15.31 14.97 15.63
C 15.21 10.38 10.05
C 11.84 8.25 12.59
C 10.75 7.48 12.76
C 10.22 15.59 12.53
C 11.71 9.42 13.45
C 16.53 11.23 13.47
C 9.30 7.33 14.73
C 17.03 11.72 14.84
C 11.27 14.85 18.33
C 11.06 15.02 15.98
C 9.39 11.45 16.83
H 9.72 11.71 17.82
H 8.48 16.16 14.65
H 15.64 15.89 16.12
H 16.48 10.75 8.38
H 12.90 11.89 17.35
H 9.13 15.65 12.25
H 10.65 13.60 12.26
H 8.26 16.20 17.58
H 8.96 6.37 14.34
H 17.06 14.21 14.69
H 9.68 15.62 19.52
H 10.85 9.92 16.55
H 17.34 10.88 15.49
H 15.62 10.65 13.59
H 10.08 14.51 9.87
H 11.05 5.85 11.39
H 12.67 10.75 16.18
H 7.74 12.83 16.89
H 17.16 14.11 16.39
H 9.40 5.95 12.01
H 17.29 10.50 13.09
H 11.47 15.56 10.24
H 12.78 14.22 16.98
H 10.74 5.29 13.02
H 12.93 14.38 8.38
H 10.81 16.53 12.25
H 15.21 12.84 17.36
H 14.55 14.60 16.28
H 15.20 16.00 13.86
H 13.72 15.73 14.59
H 17.18 12.81 12.42
H 8.41 7.84 15.17
H 12.73 7.96 12.01
H 7.09 12.42 14.60
H 15.91 12.07 11.73
H 8.39 10.78 13.16
H 14.75 10.29 17.54
H 11.73 14.54 19.23
H 10.05 7.17 15.47
H 16.53 11.71 17.33
H 14.85 10.30 15.76
H 15.27 12.61 7.47
H 15.80 9.55 10.38
H 13.71 10.30 11.64
H 17.99 12.31 14.79

---

Entry 3:
93
Properties=species:S:1:pos:R:3 method="wB97M-V/def2-TZVPD" total_charge=+1 energy_ev=-101372.9469 e_homo_ev=-10.7937 relative_energy_ev=0.8707 e_lumo_ev=-2.80
Sn 8.63 12.61 12.88
S 10.89 14.06 13.23
S 13.77 12.96 12.33
S 6.87 13.70 10.55
P 9.98 8.80 12.23
O 5.47 13.95 10.54
O 13.20 13.19 11.10
O 13.58 11.74 13.05
O 14.59 14.02 12.80
O 7.34 12.31 10.42
O 10.92 14.94 11.79
O 7.68 14.25 11.76
N 10.26 13.15 10.56
N 11.29 15.03 9.54
N 9.95 11.22 9.36
C 10.84 14.32 10.62
C 6.17 13.24 14.97
C 10.31 12.49 9.36
C 12.35 7.21 11.42
C 6.77 12.27 15.85
C 14.30 8.16 10.44
C 8.91 17.02 5.98
C 11.17 14.48 8.31
C 8.09 12.48 16.23
C 8.93 6.07 12.13
C 8.82 7.46 11.59
C 11.77 8.48 11.55
C 13.66 9.40 10.44
C 8.54 16.61 8.45
C 11.22 7.43 14.38
C 8.74 13.66 15.91
C 7.69 14.57 9.27
C 8.25 15.79 9.53
C 9.19 7.41 10.07
C 8.89 8.48 14.85
C 8.46 16.21 7.13
C 8.11 14.58 15.08
C 7.36 7.90 11.61
C 11.75 16.45 9.70
C 12.41 9.55 11.02
C 7.94 14.90 6.90
C 7.57 14.11 7.97
C 6.09 10.92 16.11
C 10.90 9.85 14.53
C 6.85 14.35 14.60
C 10.26 8.55 14.05
C 13.63 7.08 10.86
C 10.72 13.22 8.20
H 12.62 16.44 10.34
H 10.63 12.70 7.25
H 6.28 15.07 13.99
H 8.90 17.64 8.52
H 9.93 10.71 8.50
H 11.47 15.10 7.43
H 10.12 6.80 9.90
H 8.02 14.47 5.91
H 9.71 13.76 16.36
H 11.82 10.04 14.05
H 9.96 16.72 5.66
H 8.51 11.77 16.90
H 6.39 10.51 17.10
H 8.29 9.32 14.49
H 6.88 8.06 12.50
H 8.33 6.94 9.59
H 11.31 7.18 15.46
H 6.35 10.29 15.26
H 8.82 18.08 6.18
H 8.25 7.62 14.59
H 4.94 11.02 16.27
H 9.08 8.59 15.86
H 15.35 8.08 10.08
H 8.13 16.79 5.22
H 9.24 8.46 9.82
H 11.90 6.37 11.87
H 11.93 10.46 11.03
H 8.37 16.09 10.56
H 5.16 13.08 14.66
H 10.98 17.08 10.08
H 10.89 6.51 13.92
H 8.74 5.99 13.20
H 12.24 7.69 14.03
H 8.59 15.51 14.76
H 6.88 7.05 11.07
H 7.25 8.77 10.90
H 8.23 5.45 11.55
H 12.23 16.83 8.82
H 9.92 5.60 11.90
H 7.12 13.16 7.68
H 14.09 6.09 10.98
H 10.26 10.71 14.48
H 14.21 10.34 10.18
H 11.29 9.81 15.53
H 9.68 10.77 10.22

---

Entry 4:
112
Properties=species:S:1:pos:R:3 method="wB97M-V/def2-TZVPD" smiles="N[C@@H]1COC(=O)O1.O=C1OCCO1.O=C1OCCO1.O=C1OCCO1.O=C1OCCO1.O=C1OCCO1.O=C1OCCO1.O=C1OCCO1.O=C1OCCO1.O=C1OCCO1.O=C1OCCO1" energy_ev=-104009.8856 e_homo_ev=-10.2250 e_lumo_ev=-0.04
O 1.96 -3.59 -3.30
O -1.27 1.50 6.20
O -2.91 -7.65 0.64
O 1.72 -4.18 -1.13
O -1.34 -0.70 5.85
O 4.05 -7.07 -6.35
O 3.46 -5.20 -7.39
O -3.58 -8.75 -1.20
O -4.33 -2.92 9.88
O 5.33 0.67 0.00
O -0.92 0.08 7.92
O 1.66 5.86 0.20
O -2.83 -3.96 8.62
O 2.14 1.77 -0.96
O -4.98 -4.62 8.57
O -3.74 -1.80 -0.06
O -1.92 -7.22 -1.30
O 0.11 -4.64 -2.64
O -2.38 -1.06 1.52
O 1.67 1.68 -3.16
O -5.80 7.21 -1.60
O -0.07 7.12 -0.48
O -2.27 3.11 -1.67
O 1.25 7.79 1.21
O -0.37 3.73 -0.69
O 1.77 -0.20 -1.92
O 5.72 -0.91 -1.56
O -5.12 8.88 -0.25
O 6.29 1.20 -1.97
O -1.98 2.76 0.55
O 1.86 -6.57 -6.58
O -3.62 7.53 -1.17
O -1.83 -2.92 0.39
N -1.97 3.99 -3.88
C 1.26 -3.94 -4.50
C -4.45 -0.73 0.58
C 6.85 0.43 -3.04
C -2.59 -2.02 0.60
C 2.02 0.84 0.12
C -2.16 -2.81 9.14
C -3.33 0.00 1.29
C -1.15 0.28 6.77
C -2.86 8.59 -0.57
C -3.87 9.19 0.39
C 1.84 1.14 -2.11
C 2.23 -0.49 -0.59
C -0.14 -4.22 -3.99
C 4.87 -5.11 -7.21
C -4.13 -3.91 8.98
C 3.01 -6.31 -6.76
C -1.44 -6.21 -0.40
C 1.30 -4.14 -2.25
C -1.33 1.33 4.78
C 2.26 7.15 2.01
C -1.78 -6.82 0.95
C -4.93 7.81 -1.06
C -1.76 4.21 -2.48
C -0.29 4.23 -2.05
C 6.06 -0.87 -2.95
C 5.75 0.35 -1.07
C -3.05 -2.43 10.31
C -1.82 -0.10 4.64
C -1.58 3.18 -0.51
C -2.87 -7.95 -0.67
C 5.25 -6.55 -6.93
C 0.86 6.94 0.24
C 2.79 6.10 1.05
H 2.78 1.04 0.87
H -0.66 -5.01 -4.53
H 5.14 -0.83 -3.54
H 1.02 0.92 0.55
H -1.14 -3.07 9.43
H 3.29 -0.76 -0.64
H 3.09 5.17 1.52
H 5.47 -7.11 -7.84
H 1.77 6.70 2.88
H 3.61 6.47 0.43
H 1.72 -4.83 -4.94
H -0.33 1.46 4.37
H 6.63 -1.75 -3.21
H -2.12 -2.04 8.37
H -2.86 0.76 0.68
H -5.18 -1.17 1.26
H 1.31 -3.12 -5.21
H -1.97 8.19 -0.10
H -3.10 -1.35 10.48
H 0.05 5.27 -2.03
H -3.85 8.71 1.37
H -0.98 -7.46 1.33
H -2.26 5.12 -2.14
H 3.00 7.87 2.33
H -0.76 -3.32 -3.96
H 6.07 -6.67 -6.23
H -2.00 2.07 4.35
H -4.96 -0.13 -0.17
H 1.67 -1.31 -0.17
H -2.91 -0.16 4.63
H -2.05 -6.09 1.70
H -3.63 0.44 2.24
H -1.98 -5.29 -0.58
H -3.78 10.27 0.51
H -1.42 -0.62 3.78
H 5.33 -4.70 -8.10
H 7.92 0.28 -2.85
H -2.77 4.52 -4.20
H 6.72 0.96 -3.98
H -2.77 -2.93 11.23
H -2.57 9.29 -1.35
H -0.38 -6.05 -0.56
H 5.07 -4.46 -6.36
H -2.18 3.01 -4.04
H 0.36 3.57 -2.62